Record 1
100
Properties=species:S:1:pos:R:3 method="wB97M-V/def2-TZVPD" de_lowest_kcal_mol=20.0 fmax_ev_per_a=3.31
N 4.512 -1.079 0.659
C 4.385 -0.872 -0.709
N 5.525 -0.232 -1.273
O 3.414 -1.138 -1.418
H 3.868 -1.674 1.198
H 5.409 -0.829 1.015
H 5.560 -0.117 -2.269
H 6.397 -0.328 -0.758
N -2.789 0.930 1.729
C -3.596 1.821 2.411
N -4.969 1.670 2.236
O -3.107 2.684 3.225
H -1.821 1.204 1.686
H -3.186 0.715 0.810
H -5.274 0.839 1.740
H -5.565 2.009 2.971
N 2.920 2.509 -2.751
C 1.779 2.844 -1.966
N 0.909 3.878 -2.335
O 1.646 2.261 -0.908
H 2.685 2.586 -3.722
H 3.478 1.706 -2.531
H 0.328 4.241 -1.549
H 1.266 4.692 -2.856
N -1.017 -4.493 0.871
C -2.214 -4.583 0.241
N -3.252 -4.479 1.162
O -2.352 -4.486 -0.951
H -0.306 -4.205 0.246
H -0.983 -4.044 1.781
H -4.198 -4.505 0.752
H -3.030 -5.144 1.887
N -0.531 3.758 1.476
C -1.401 4.312 0.556
N -2.774 4.280 0.859
O -1.092 4.779 -0.562
H 0.409 3.543 1.194
H -0.805 3.336 2.346
H -3.294 4.940 0.304
H -2.997 4.337 1.820
N -2.969 -1.871 -2.560
C -3.225 -2.397 -3.791
N -2.958 -3.725 -3.955
O -3.596 -1.688 -4.712
H -2.856 -2.547 -1.768
H -3.430 -0.996 -2.275
H -3.256 -4.149 -4.811
H -3.029 -4.255 -3.114
N -2.199 2.068 -1.429
C -3.304 1.440 -1.972
N -3.515 1.670 -3.313
O -3.922 0.600 -1.304
H -1.968 1.978 -0.468
H -1.855 2.932 -1.831
H -4.057 1.037 -3.879
H -2.909 2.308 -3.791
N 1.842 -4.970 2.001
C 2.334 -3.820 1.384
N 2.064 -3.791 0.116
O 2.969 -2.937 1.949
H 0.981 -5.409 1.624
H 1.794 -4.936 2.996
H 2.416 -2.990 -0.372
H 1.720 -4.560 -0.410
C 0.376 -2.344 -4.763
C 0.560 -1.828 -3.349
O 1.275 -2.808 -2.536
H -0.159 -3.320 -4.767
H 1.354 -2.503 -5.199
H -0.144 -1.611 -5.380
H -0.452 -1.681 -2.896
H 1.097 -0.867 -3.304
H 2.143 -2.364 -2.435
C 4.180 2.216 2.783
C 3.297 2.450 1.503
O 2.559 3.709 1.516
H 3.626 2.109 3.687
H 4.818 3.103 2.930
H 4.924 1.401 2.727
H 2.534 1.709 1.256
H 3.907 2.433 0.592
H 3.069 4.405 1.954
C 0.881 1.415 3.773
C -0.246 1.440 4.818
O 0.254 1.629 6.145
H 1.438 2.370 3.742
H 0.505 1.224 2.753
H 1.584 0.586 3.971
H -0.662 0.410 4.907
H -1.062 2.106 4.588
H 0.521 2.546 6.210
C -1.053 -1.179 0.010
C 0.168 -0.466 0.477
O -0.148 0.919 0.680
H -0.758 -1.986 -0.690
H -1.528 -0.503 -0.712
H -1.767 -1.370 0.779
H 1.030 -0.592 -0.157
H 0.470 -0.854 1.413
H 0.404 1.439 0.045

=====

Record 2
19
Properties=species:S:1:pos:R:3 method="wB97M-V/def2-TZVPD" de_lowest_kcal_mol=191.9 fmax_ev_per_a=8.03
H 2.030 2.050 -0.250
N 1.370 2.755 0.298
C 0.281 2.114 0.142
N 0.056 0.822 -0.411
C 1.045 -0.193 -0.241
N 2.312 0.029 -0.343
O 2.903 -1.374 -0.258
N -1.229 0.104 0.270
C -0.710 -1.158 1.251
C -2.272 -0.194 -1.001
H -0.642 2.564 0.840
H 0.827 -1.301 -0.228
H 3.964 -1.276 -0.282
H -0.410 -2.009 0.428
H -1.804 -1.420 1.559
H -0.118 -0.732 2.014
H -1.943 0.443 -1.776
H -3.347 0.168 -0.727
H -2.312 -1.390 -1.283

=====

Record 3
14
Properties=species:S:1:pos:R:3 method="wB97M-V/def2-TZVPD" de_lowest_kcal_mol=135.2 charge=-1 fmax_ev_per_a=4.17
C 1.216 -0.026 1.146
C 0.705 -0.668 2.199
C -1.338 -1.137 0.949
C 0.243 0.198 0.121
C -0.959 0.706 -1.914
N 0.234 0.891 -0.966
O 1.252 1.538 -1.422
O -0.505 -1.269 2.135
H 2.203 0.404 1.222
H 1.395 -0.822 3.068
H -0.865 -1.871 0.117
H -1.699 1.486 -1.707
H -0.616 0.911 -2.959
H -1.266 -0.341 -1.990

=====

Record 4
24
Properties=species:S:1:pos:R:3 method="wB97M-V/def2-TZVPD" s2=0.76 de_lowest_kcal_mol=24.5 spin_multiplicity=2 charge=+1 fmax_ev_per_a=3.62
C -2.374 1.738 0.577
C -2.453 -1.841 -0.670
C -1.882 0.429 0.035
O -0.674 0.141 0.157
N -2.771 -0.581 -0.050
H -3.081 1.588 1.393
H -3.755 -0.363 -0.013
H -2.004 -1.727 -1.670
H -1.553 2.304 1.014
H -2.839 2.402 -0.155
H -1.561 -2.300 -0.249
H -3.321 -2.473 -0.814
C 2.955 -1.558 0.826
C 1.735 1.597 -0.844
C 2.683 0.547 -0.493
O 3.861 0.473 -0.635
N 2.131 -0.414 0.498
H 1.141 -0.474 0.781
H 3.481 -1.880 -0.066
H 1.354 2.066 0.080
H 3.744 -1.189 1.499
H 2.297 -2.270 1.308
H 2.149 2.465 -1.341
H 0.737 1.319 -1.168

=====

Record 5
13
Properties=species:S:1:pos:R:3 method="wB97M-V/def2-TZVPD" de_lowest_kcal_mol=62.2 fmax_ev_per_a=2.63
Cl -2.998 -0.340 0.004
N -1.676 0.794 0.280
C -0.519 0.095 -0.378
C -0.110 -1.324 -0.048
N 1.112 -1.515 0.154
N 1.779 -0.287 0.149
C 0.819 0.820 -0.010
H -1.561 1.069 1.326
H -0.763 0.148 -1.507
H -0.854 -2.062 0.180
H 2.643 -0.284 -0.337
H 1.308 1.513 -0.778
H 0.820 1.375 0.965

=====

Record 6
75
Properties=species:S:1:pos:R:3 method="wB97M-V/def2-TZVPD" energy_ha=-3541.2015 fmax_ev_per_a=2.93
C 3.753 -3.813 -0.774
C 3.266 -3.373 -2.201
C 1.720 -3.536 -2.381
O 1.167 -2.268 -2.756
C -0.086 -1.986 -2.158
C -0.036 -0.510 -1.689
C 1.074 -0.081 -0.834
O 2.037 -1.052 -0.432
C 1.462 -1.784 0.498
N 1.229 -2.651 1.246
C 1.256 1.191 -0.388
C 2.503 1.494 0.470
C 3.770 1.346 -0.438
C 4.146 2.696 -1.112
O 5.039 3.387 -0.234
C 0.293 2.211 -0.746
N 0.317 3.481 -0.380
S -1.049 4.099 -1.050
N -1.638 2.794 -1.800
C -0.814 1.756 -1.582
C -0.974 0.409 -2.038
O -2.053 0.078 -2.812
H 4.692 -4.387 -0.822
H 3.976 -2.935 -0.140
H 2.991 -4.390 -0.225
H 3.555 -2.311 -2.288
H 3.831 -3.904 -2.983
H 1.502 -4.251 -3.194
H 1.335 -3.930 -1.426
H -0.916 -2.045 -2.882
H -0.309 -2.588 -1.259
H 2.446 2.476 0.954
H 2.563 0.669 1.202
H 3.650 0.569 -1.209
H 4.644 1.056 0.174
H 3.205 3.259 -1.259
H 4.627 2.537 -2.091
H 4.672 4.258 -0.053
H -2.716 0.758 -2.616
C -4.906 4.851 -4.350
C -4.498 4.917 -2.863
C -4.895 3.728 -1.985
F -6.228 3.564 -1.917
F -4.461 3.934 -0.717
F -4.947 6.075 -2.334
F -3.135 4.988 -2.838
O -6.078 5.559 -4.749
C -7.323 4.954 -4.625
C -8.230 5.692 -3.637
F -7.679 5.744 -2.410
F -9.412 5.045 -3.521
F -7.185 3.650 -4.327
F -7.893 5.004 -5.848
H -4.105 5.355 -4.892
H -4.903 3.830 -4.731
H -4.443 2.804 -2.352
H -8.415 6.714 -3.973
C 1.339 -3.833 7.034
C 1.265 -5.330 6.668
C 2.580 -6.115 6.685
F 3.472 -5.641 5.799
F 2.344 -7.407 6.350
F 0.648 -5.462 5.475
F 0.445 -5.915 7.589
O 1.364 -2.887 5.966
C 2.574 -2.557 5.368
C 2.621 -2.964 3.894
F 2.442 -4.290 3.745
F 3.830 -2.666 3.356
F 3.601 -3.060 6.081
F 2.683 -1.212 5.445
H 0.402 -3.615 7.547
H 2.117 -3.629 7.770
H 3.031 -6.100 7.681
H 1.848 -2.452 3.322

=====

Record 7
10
Properties=species:S:1:pos:R:3 method="wB97M-V/def2-TZVPD" de_lowest_kcal_mol=70.1 fmax_ev_per_a=3.17
C 0.111 2.137 -0.136
C -0.333 1.052 -0.024
C -0.340 -0.405 0.296
N 0.980 -0.906 -0.132
C 2.151 -0.280 0.060
N 3.064 0.403 0.109
H 0.314 3.176 -0.209
H -0.492 -0.555 1.438
H -1.097 -0.860 -0.288
H 0.970 -1.129 -1.067

=====

Record 8
71
Properties=species:S:1:pos:R:3 method="wB97M-V/def2-TZVPD" s2=0.80 de_lowest_kcal_mol=74.4 spin_multiplicity=2 charge=+1 fmax_ev_per_a=3.20
Ru -0.987 0.756 -0.176
C -2.253 -2.521 0.260
C -0.993 -2.252 0.998
C -0.148 -3.103 1.703
C 0.876 -2.295 2.188
C 2.055 -2.712 2.983
N 0.635 -1.033 1.783
N -0.498 -1.016 1.063
B 1.381 0.278 2.147
N 1.972 0.906 0.857
N 1.153 1.312 -0.124
C 1.863 1.936 -1.067
C 1.176 2.527 -2.241
C 3.199 1.929 -0.678
C 3.231 1.277 0.551
C 4.411 1.042 1.415
N 0.337 1.264 2.704
N -0.754 1.621 1.997
C -1.480 2.461 2.733
C -2.761 3.017 2.228
C -0.838 2.661 3.952
C 0.312 1.884 3.902
C 1.343 1.731 4.957
H -2.335 -3.581 0.044
H -3.113 -2.216 0.857
H -2.268 -1.950 -0.675
H -0.268 -4.156 1.855
H 2.061 -3.795 3.073
H 2.975 -2.385 2.504
H 2.027 -2.280 3.982
H 2.234 0.063 2.925
H 0.120 2.684 -1.986
H 1.629 3.480 -2.500
H 1.221 1.866 -3.107
H 4.028 2.348 -1.208
H 5.309 1.369 0.899
H 4.317 1.604 2.343
H 4.506 -0.012 1.668
H -3.066 2.440 1.348
H -3.533 2.954 2.993
H -2.634 4.066 1.959
H -1.173 3.277 4.760
H 1.067 2.331 5.820
H 1.426 0.692 5.268
H 2.318 2.057 4.602
N 1.257 -5.540 -2.077
C 0.669 -4.360 -2.385
C -0.454 -4.326 -3.231
C -1.018 -3.118 -3.570
C -0.487 -1.943 -3.065
C 0.583 -1.953 -2.182
C 1.157 -3.159 -1.839
S -1.137 -0.412 -3.695
O -0.053 0.360 -4.234
O -2.276 -0.690 -4.509
N -1.613 0.340 -2.264
C -2.333 1.431 -2.451
N -2.699 1.837 -3.663
C -3.415 2.922 -3.799
C -3.822 3.671 -2.698
C -3.390 3.216 -1.461
N -2.656 2.128 -1.324
H 0.963 -6.381 -2.543
H 2.122 -5.557 -1.568
H -0.853 -5.245 -3.631
H -1.866 -3.049 -4.232
H 0.961 -1.014 -1.793
H 2.004 -3.195 -1.172
H -3.654 3.201 -4.816
H -4.420 4.558 -2.805
H -3.647 3.749 -0.552

=====

Record 9
17
Properties=species:S:1:pos:R:3 method="wB97M-V/def2-TZVPD" de_lowest_kcal_mol=116.7 charge=+1 fmax_ev_per_a=4.67
C 0.957 -1.980 0.162
C 0.030 -0.780 -1.749
C -1.078 -0.838 0.374
N -0.295 -1.568 -0.564
Si 0.050 3.950 1.596
Cl 1.927 4.320 2.088
Cl -0.471 4.392 -0.223
Cl -1.388 4.165 3.005
H 1.651 -2.593 -0.558
H 1.321 -1.132 0.701
H 0.693 -2.687 0.926
H -0.723 -0.718 -2.632
H -0.028 0.322 -1.669
H 0.952 -1.105 -2.202
H -1.994 -1.302 0.695
H -0.563 -0.230 0.960
H -1.040 -2.217 -0.908

=====

Record 10
44
Properties=species:S:1:pos:R:3 method="wB97M-V/def2-TZVPD" de_lowest_kcal_mol=29.2 charge=+2 fmax_ev_per_a=13.37
Al 0.143 -0.319 -0.289
N -2.697 3.206 2.478
S -2.881 3.742 3.832
O -3.994 3.188 4.569
O -2.381 5.054 4.155
F -1.625 2.886 4.432
S -3.966 4.168 1.892
O -3.680 5.603 1.673
O -5.315 3.666 2.202
F -3.675 3.614 0.396
C 5.434 1.990 4.426
C 4.690 1.897 3.100
C 5.547 1.771 1.807
O 4.737 1.537 0.644
C 5.457 1.845 -0.588
N 3.760 0.771 3.128
H 6.063 1.118 4.609
H 4.795 2.003 5.309
H 6.162 2.797 4.510
H 4.043 2.766 2.980
H 6.256 0.952 1.927
H 6.215 2.629 1.731
H 5.478 2.934 -0.619
H 4.785 1.519 -1.381
H 6.424 1.374 -0.764
H 4.299 -0.052 3.358
H 3.241 0.865 3.989
C -3.122 -5.855 -3.703
C -2.660 -4.420 -3.616
C -3.779 -3.389 -4.011
O -3.359 -2.042 -3.694
C -4.137 -1.109 -4.446
N -2.236 -4.314 -2.215
H -3.953 -6.104 -3.043
H -2.344 -6.593 -3.509
H -3.481 -6.048 -4.713
H -1.831 -4.225 -4.296
H -4.699 -3.532 -3.446
H -4.083 -3.466 -5.055
H -3.990 -1.370 -5.494
H -3.843 -0.095 -4.173
H -5.214 -1.163 -4.287
H -2.999 -4.718 -1.691
H -1.585 -5.080 -2.116

=====

Record 11
9
Properties=species:S:1:pos:R:3 method="wB97M-V/def2-TZVPD" de_lowest_kcal_mol=74.9 fmax_ev_per_a=4.66
O 2.414 -0.368 -0.306
C 1.708 0.446 0.133
O 0.372 0.768 0.028
N -0.565 -0.274 -0.454
O -0.582 -1.383 0.460
O -1.971 0.264 -0.431
H 2.107 1.460 0.607
H -1.186 -1.310 1.271
H -2.296 0.396 -1.309

=====

Record 12
10
Properties=species:S:1:pos:R:3 method="wB97M-V/def2-TZVPD" de_lowest_kcal_mol=82.3 fmax_ev_per_a=2.62
O -0.162 -1.317 -1.766
C -0.281 -0.806 -0.577
C 0.548 0.202 -1.185
N 0.727 1.853 1.141
C 0.055 1.128 1.752
N -0.794 -0.985 0.548
H 1.625 0.090 -1.227
H 0.112 1.004 -1.768
H -0.527 0.615 2.466
H -1.332 -1.841 0.602